Entry from the OMol25 dataset: 2 unconnected molecules or ions with the total composition C2H2FNO2 (ωB97M-V/def2-TZVPD).

Summary:
E_HOMO ... -11.08 eV
E_tot ... -382.2930 Ha
Kohn-Sham gap ... 10.34 eV
Energy relative to the best compared isomer or geometry (same formula, charge and spin) ... 6.462 eV
LUMO ... -0.74 eV

ORCA input file:
```
! wB97M-V def2-TZVPD RIJCOSX def2/J DEFGRID3
* xyz 0 1
C 1.0424 0.9771 0.5769
C 0.6128 -0.1589 0.4555
N 0.0762 -1.4937 0.4746
O -0.3747 -1.8586 -0.5659
O 0.1284 -2.1099 1.5057
F -1.1877 1.7066 -1.3828
H -1.4931 0.9765 -2.0550
H 1.1956 1.9609 0.9911
*
```